Entry 1:
A 7-piece molecular cluster, C36H88Br2N5O3 overall at a distorted geometry. Source: the Open Molecules 2025 dataset; level of theory: ωB97M-V/def2-TZVPD.

```
134
Properties=species:S:1:pos:R:3:forces:R:3:mulliken_charge:R:1
C 2.886 -1.379 8.937 0.4 1.1 0.5 -1.44
C 2.815 -0.034 8.156 -0.9 -1.2 0.6 -0.15
C 1.539 -0.066 7.304 1.4 0.3 -2.1 -0.74
N 1.465 1.113 6.314 -0.6 0.4 0.4 0.08
C 2.757 1.365 5.575 -0.2 -1.0 0.8 -1.06
C 1.031 2.466 6.966 0.4 -1.2 -0.4 -0.59
C 0.496 3.279 5.821 -0.3 0.3 -2.5 -0.69
C 0.121 2.221 4.658 -1.1 0.7 0.7 -0.25
C 0.348 0.882 5.286 0.9 -1.0 1.1 -0.14
H 3.771 -1.470 9.576 -0.1 0.4 -0.2 0.39
H 2.964 -2.171 8.227 -0.1 -0.7 -0.5 0.38
H 2.032 -1.529 9.575 -0.4 -0.1 0.2 0.36
H 3.738 -0.031 7.594 -0.1 0.4 -0.5 0.29
H 2.764 0.855 8.781 0.2 -0.1 0.3 0.35
H 0.602 -0.105 7.811 -0.5 0.4 0.9 0.44
H 1.488 -0.945 6.636 0.4 0.2 0.3 0.36
H 3.489 1.805 6.274 -0.4 -0.1 -0.6 0.34
H 2.468 2.001 4.752 0.6 0.2 -0.2 0.45
H 3.119 0.382 5.208 -0.2 0.7 0.1 0.38
H 1.919 2.797 7.493 -0.1 0.5 0.0 0.46
H 0.222 2.307 7.661 0.0 -0.6 0.4 0.38
H 1.205 4.016 5.408 -0.2 -0.3 0.3 0.26
H -0.448 3.808 6.012 0.6 -0.1 0.5 0.38
H 0.605 2.313 3.677 0.3 0.2 0.6 -0.06
H -0.959 2.276 4.465 0.3 0.2 -0.1 0.34
H 0.673 0.095 4.575 -0.2 0.4 0.4 -0.02
H -0.467 0.521 5.949 0.1 0.2 -0.8 0.42
C 4.289 6.786 0.355 1.0 0.3 -0.8 -1.32
C 3.778 6.166 -0.928 -0.8 -0.6 -1.2 -0.13
C 2.739 5.119 -0.555 0.6 -0.8 -0.4 -1.12
N 2.204 4.225 -1.689 1.7 1.1 0.1 0.65
C 1.172 3.406 -1.085 -0.8 0.1 0.2 -1.29
C 3.227 3.295 -2.279 1.2 -0.6 0.2 0.30
C 3.139 3.335 -3.808 1.4 0.6 -0.1 -0.67
C 2.779 4.811 -3.980 -0.1 0.9 -0.1 -0.58
C 1.762 5.048 -2.861 0.8 -0.6 -0.2 -0.75
H 3.415 7.117 0.896 0.1 0.4 0.6 0.36
H 4.974 7.610 0.090 -0.6 -0.1 0.4 0.38
H 4.902 6.095 0.943 -0.4 -0.1 0.0 0.33
H 4.542 5.767 -1.607 0.2 -0.1 0.5 0.33
H 3.218 6.869 -1.569 0.5 0.3 0.5 0.34
H 1.883 5.666 -0.150 -0.1 -0.5 0.1 0.51
H 3.139 4.384 0.163 -0.2 0.4 0.0 0.38
H 0.906 2.656 -1.798 0.0 -0.9 -0.1 0.61
H 0.300 4.030 -1.006 -0.5 0.3 0.7 0.40
H 1.557 3.004 -0.131 -0.5 0.0 -0.5 0.21
H 3.009 2.332 -1.862 0.2 -0.6 0.1 -0.56
H 4.227 3.615 -1.959 -0.3 0.0 0.0 0.26
H 2.499 2.581 -4.279 -0.3 0.4 0.4 0.30
H 4.161 3.178 -4.244 -0.9 -0.1 0.5 0.37
H 2.323 5.116 -4.912 -0.2 -0.3 -0.4 0.46
H 3.664 5.468 -3.935 -0.2 -0.4 0.4 0.27
H 0.888 4.550 -3.202 -1.3 0.2 -0.2 0.46
H 1.654 6.048 -2.504 -0.6 0.6 -0.2 0.37
C -1.902 -1.858 0.143 0.7 -0.9 -0.1 -1.32
C -1.308 -0.530 0.529 0.4 -0.7 -0.3 0.30
C -1.976 0.068 1.733 -0.5 1.9 -0.3 -0.66
O -1.894 -0.718 2.882 1.4 -0.8 -0.6 -0.24
C -2.709 -0.367 3.957 -0.7 0.4 -0.1 -0.90
N 0.169 -0.680 0.822 -0.4 1.8 -3.4 1.61
H 0.665 -0.647 -0.151 -0.4 -0.7 1.0 -0.46
H 0.618 0.207 1.145 -0.2 -0.3 0.9 -0.35
H 0.469 -1.474 1.352 0.2 -0.7 0.4 0.05
H -1.940 -2.460 1.068 -0.2 -0.1 -0.6 0.28
H -1.194 -2.332 -0.592 -1.0 0.2 0.5 0.33
H -2.917 -1.734 -0.289 0.7 -0.2 0.3 0.33
H -1.386 0.090 -0.389 0.2 0.3 1.0 0.34
H -3.036 0.239 1.485 0.1 0.2 0.0 0.57
H -1.463 1.057 1.845 -0.6 -0.3 0.5 0.24
H -2.603 0.669 4.238 0.3 0.7 0.1 0.30
H -2.392 -0.953 4.814 -0.4 -0.3 -0.1 0.26
H -3.768 -0.467 3.679 0.1 -0.4 0.4 0.38
C -7.520 -4.858 -6.509 0.1 1.5 -1.1 -1.14
C -7.940 -3.576 -5.772 0.0 0.7 0.7 -0.39
N -7.308 -2.254 -6.336 0.9 -0.7 0.0 0.10
C -5.715 -2.367 -6.361 -2.2 -0.3 0.4 -1.12
C -7.723 -2.088 -7.805 -0.6 0.0 0.3 -0.64
C -9.272 -2.069 -8.012 0.6 -0.2 0.6 -1.09
C -7.844 -1.020 -5.557 1.3 0.1 -0.6 -0.55
C -6.962 -0.628 -4.371 -0.2 -1.2 -0.6 -0.82
O -6.877 -1.798 -3.563 -0.4 1.1 0.5 -0.22
C -6.263 -1.544 -2.305 0.3 0.2 -0.1 -0.92
H -6.427 -4.986 -6.617 -0.6 -0.2 0.6 0.28
H -7.902 -4.871 -7.549 0.0 0.0 0.6 0.30
H -8.023 -5.631 -5.973 0.1 -0.9 0.3 0.42
H -7.742 -3.631 -4.659 0.1 0.3 -1.5 0.34
H -9.032 -3.391 -5.875 0.7 -0.3 0.1 0.46
H -5.266 -1.395 -6.521 -0.1 0.0 -0.3 0.38
H -5.508 -3.091 -7.133 0.2 0.2 -0.4 0.51
H -5.406 -2.795 -5.424 0.0 0.1 0.5 0.36
H -7.275 -2.870 -8.402 0.0 -0.5 0.2 0.49
H -7.140 -1.216 -8.079 -0.6 0.6 -0.4 0.62
H -9.688 -3.104 -7.876 0.4 1.0 -0.2 0.26
H -9.532 -1.715 -9.019 0.2 -0.1 0.3 0.42
H -9.740 -1.391 -7.272 0.1 -0.4 -0.6 0.29
H -8.826 -1.295 -5.240 -0.6 -0.1 0.3 0.43
H -7.905 -0.182 -6.276 0.0 -0.4 0.3 0.39
H -7.352 0.269 -3.870 -0.2 -0.4 0.0 0.48
H -5.960 -0.404 -4.731 0.2 0.3 0.0 0.36
H -5.393 -0.899 -2.438 0.4 -0.2 -0.2 0.33
H -5.962 -2.526 -1.953 0.0 0.2 0.4 0.28
H -6.864 -0.977 -1.578 -0.4 -0.6 -0.3 0.36
C 5.424 -0.060 -0.628 0.4 0.5 0.5 -1.19
C 5.792 -1.528 -0.449 -0.1 1.2 -0.4 -0.49
N 4.663 -2.367 0.038 -1.6 0.9 0.9 0.58
C 3.771 -2.713 -1.130 -0.1 -0.3 0.7 -0.66
C 5.205 -3.639 0.678 -1.1 0.9 0.0 -0.28
C 6.004 -4.451 -0.316 -0.3 -0.1 0.1 -1.20
C 3.781 -1.461 1.029 1.3 -0.9 0.8 -0.92
C 2.919 -2.185 2.067 -0.2 0.0 -1.2 -0.32
O 1.858 -2.909 1.426 -0.4 -0.8 2.0 -0.38
C 1.301 -3.870 2.431 -0.5 0.0 -1.6 -0.81
H 6.270 0.468 -1.109 -0.4 -0.3 0.4 0.49
H 5.191 0.399 0.362 0.4 0.0 -1.0 0.23
H 4.556 0.059 -1.250 -0.5 0.1 -0.4 0.18
H 6.624 -1.544 0.239 0.2 -0.6 0.3 0.37
H 6.068 -1.949 -1.404 0.4 0.0 -0.1 0.51
H 4.414 -3.131 -1.872 0.2 -0.3 -0.7 0.50
H 3.201 -1.864 -1.520 0.4 0.0 0.3 -0.13
H 3.073 -3.463 -0.767 -0.1 0.0 -0.1 0.37
H 4.310 -4.136 1.076 0.4 -0.3 -0.3 0.19
H 5.769 -3.296 1.541 0.3 -0.1 0.0 0.45
H 5.336 -4.904 -1.065 0.4 0.2 0.2 0.32
H 6.448 -5.278 0.240 0.3 0.1 -0.2 0.44
H 6.764 -3.803 -0.794 -0.2 -0.8 0.3 0.32
H 3.205 -0.801 0.403 -0.1 0.1 -0.3 0.39
H 4.510 -0.846 1.600 -0.6 -0.5 -0.3 0.44
H 2.474 -1.448 2.767 0.6 -0.2 -0.4 -0.53
H 3.512 -2.897 2.605 0.5 -0.3 0.6 0.90
H 1.158 -3.466 3.458 0.2 0.2 -0.8 0.29
H 1.970 -4.758 2.475 -0.5 0.5 0.0 0.36
H 0.305 -4.143 1.991 1.0 0.0 0.6 0.22
Br 2.326 1.127 1.988 0.2 0.9 0.3 -0.79
Br 1.745 0.004 -2.102 -0.4 -0.1 0.3 -0.72
```
Forces are in eV/Å.

The charge is +3. The HOMO-LUMO gap comes out at 8.89 eV. The value obtained for the HOMO energy is -0.5080 hartree.



Entry 2:
A 3-piece molecular cluster, C4H15NO2 overall at a distorted geometry. Source: the Open Molecules 2025 dataset; level of theory: ωB97M-V/def2-TZVPD.

```
22
Properties=species:S:1:pos:R:3:forces:R:3:mulliken_charge:R:1
C -0.623 -0.118 2.058 2.1 -0.3 0.3 -1.43
C -0.724 0.722 0.771 1.8 -3.7 0.1 -1.42
C 0.495 0.474 -0.165 -1.5 -1.6 -1.5 -1.20
N 0.051 -0.392 -1.395 1.7 -0.1 1.4 -0.15
C -0.177 0.498 -2.526 0.1 -1.0 -0.3 -1.32
H -0.740 -1.229 2.052 -0.6 0.8 -0.7 0.32
H 0.562 -0.113 2.249 -2.7 0.6 0.7 0.49
H -1.329 0.329 2.801 1.1 -0.5 0.0 0.31
H -1.626 0.609 0.246 -1.4 -0.3 -0.9 0.75
H -0.693 1.701 1.036 0.1 3.0 1.1 0.67
H 0.607 1.499 -0.549 1.4 -0.5 0.0 0.17
H 1.356 -0.094 0.343 -1.2 1.4 -0.8 0.34
H 0.746 -1.193 -1.573 -1.1 1.9 0.2 0.55
H -1.097 1.014 -2.295 0.0 1.0 0.1 0.28
H 0.689 1.149 -2.766 -0.6 0.0 0.1 0.36
H -0.479 -0.051 -3.428 0.4 -0.3 0.1 0.42
H -2.133 -2.700 -0.312 0.1 0.6 -0.1 0.34
H -1.830 -1.174 -0.396 0.4 -0.4 -0.3 0.20
O -2.374 -1.880 -0.772 -0.6 -0.5 0.3 -0.69
H 3.041 0.863 1.009 0.0 0.5 -1.3 0.52
H 3.156 -0.418 1.737 0.2 -2.4 -0.4 0.64
O 3.123 0.501 1.875 0.0 1.9 1.9 -1.17
```
Forces are in eV/Å.

The charge is -1. The energy above the lowest of the compared OMol25 structures with the same formula, charge and spin is 43.76 kcal per mole. The HOMO-LUMO gap (alpha / beta) comes out at 2.85 / 8.95 eV. The value obtained for the HOMO energy (alpha / beta) is 0.0348 / -0.1948 hartree. Its spin multiplicity is 2.



Entry 3:
An isolated molecule of C17H25N3O3. Source: the Open Molecules 2025 dataset; level of theory: ωB97M-V/def2-TZVPD.

```
48
Properties=species:S:1:pos:R:3:forces:R:3:mulliken_charge:R:1
C -7.644 -1.116 -0.999 0.4 0.0 0.2 -1.11
C -6.767 -1.365 0.220 -0.5 0.1 0.1 -0.30
O -5.395 -1.095 -0.053 0.3 0.1 -0.1 -0.38
C -5.027 0.209 0.021 -0.1 -0.2 -0.1 0.78
O -5.773 1.098 0.361 -0.3 0.2 0.2 -0.66
N -3.742 0.399 -0.352 0.1 -0.1 -0.1 0.14
C -2.808 -0.665 -0.633 0.1 -0.4 0.1 -0.90
C -1.770 -0.773 0.486 0.1 0.2 -0.2 -0.67
C -1.054 0.574 0.719 -0.2 0.0 0.3 -0.32
N -0.149 0.964 -0.348 -0.1 0.1 -0.4 -0.12
C 1.151 0.326 -0.348 0.2 0.1 0.2 -0.37
C 2.125 1.112 0.547 -0.2 0.1 -0.2 -0.87
N 3.432 0.503 0.587 -0.1 -0.3 0.2 -0.12
C 4.453 0.930 -0.199 -0.1 -0.1 0.2 0.33
O 4.363 1.898 -0.927 0.0 0.1 -0.2 -0.64
C 5.705 0.122 -0.091 0.3 0.0 -0.1 0.49
C 6.521 0.036 -1.215 -0.1 0.1 0.0 -0.39
C 7.696 -0.692 -1.173 0.0 0.0 0.0 -0.51
C 8.074 -1.328 -0.002 0.0 0.0 0.0 -0.37
C 7.278 -1.227 1.127 0.1 -0.1 0.1 -0.62
C 6.097 -0.508 1.086 -0.1 0.1 -0.1 -0.36
C -2.101 1.675 0.936 0.1 -0.1 -0.1 -0.94
C -3.133 1.702 -0.191 -0.1 0.3 0.3 -1.01
H -8.670 -1.392 -0.773 -0.1 0.0 0.0 0.38
H -7.293 -1.705 -1.843 0.0 -0.1 -0.1 0.29
H -7.611 -0.062 -1.264 0.0 0.1 0.0 0.31
H -6.792 -2.416 0.516 0.0 0.1 0.0 0.32
H -7.095 -0.734 1.053 0.1 -0.2 -0.1 0.33
H -2.314 -0.444 -1.588 0.0 -0.1 0.0 0.30
H -3.354 -1.601 -0.737 0.1 0.1 -0.1 0.45
H -1.044 -1.547 0.232 0.0 0.0 0.0 0.34
H -2.273 -1.068 1.408 0.0 -0.1 0.0 0.38
H -0.450 0.492 1.630 -0.1 0.0 -0.1 0.42
H -0.602 0.866 -1.246 0.1 0.0 0.0 0.30
H 1.116 -0.723 -0.007 0.0 0.1 -0.1 0.19
H 1.550 0.334 -1.364 0.0 -0.1 0.0 0.39
H 2.246 2.117 0.140 -0.1 -0.1 0.1 0.31
H 1.730 1.183 1.563 0.0 0.1 0.0 0.29
H 3.514 -0.386 1.055 0.1 0.1 -0.1 0.29
H 6.216 0.551 -2.113 0.0 0.1 -0.1 0.43
H 8.320 -0.759 -2.052 0.0 0.0 -0.1 0.38
H 8.993 -1.894 0.034 0.1 0.0 0.0 0.38
H 7.582 -1.708 2.046 0.0 0.0 0.1 0.38
H 5.500 -0.414 1.983 0.0 0.0 0.1 0.42
H -2.616 1.495 1.881 -0.1 0.0 0.0 0.38
H -1.598 2.639 0.988 0.0 0.0 0.1 0.43
H -2.656 1.988 -1.134 0.0 0.0 0.0 0.36
H -3.929 2.413 0.034 0.2 0.0 -0.1 0.46
```
Forces are in eV/Å.

The energy above the lowest of the compared OMol25 structures with the same formula, charge and spin is 32.72 kcal per mole. The HOMO-LUMO gap comes out at 9.64 eV. The value obtained for the HOMO energy is -0.3296 hartree.



Entry 4:
C16H6BBrF9FeS as an isolated structure. Source: the Open Molecules 2025 dataset; level of theory: ωB97M-V/def2-TZVPD.

```
35
Properties=species:S:1:pos:R:3:forces:R:3:mulliken_charge:R:1
Fe -1.347 -1.626 -0.747 -0.6 -0.3 0.3 -0.23
Br -0.733 -1.654 1.699 0.0 -0.5 -0.2 -0.07
C -0.864 0.221 1.837 0.0 0.1 0.0 0.90
C -0.874 0.843 3.041 0.0 0.2 0.1 -0.61
C -0.960 2.257 3.053 0.0 -0.1 0.1 -0.54
C -1.022 2.958 1.886 0.0 0.0 -0.1 -0.99
C -1.003 2.299 0.628 0.0 0.1 0.1 0.77
C -1.054 3.000 -0.603 0.0 0.0 0.1 -0.78
C -1.035 2.329 -1.788 0.1 -0.2 -0.2 -0.96
C -0.972 0.911 -1.816 0.0 0.5 0.1 -0.05
C -0.933 0.219 -0.644 0.1 -0.2 -0.4 0.28
C -0.933 0.888 0.602 0.1 0.2 -0.1 0.81
H -0.816 0.283 3.964 0.0 0.0 0.0 0.43
H -0.976 2.773 4.004 0.0 0.0 0.0 0.40
H -1.087 4.039 1.903 0.0 0.0 0.0 0.40
H -1.106 4.082 -0.584 0.0 0.0 0.0 0.40
H -1.069 2.873 -2.723 0.0 0.0 0.0 0.42
H -0.959 0.396 -2.768 0.0 0.0 0.0 0.48
F 5.273 -0.488 0.786 0.0 0.0 0.0 -0.30
C 4.153 -0.906 0.205 0.1 0.0 0.0 0.61
C 3.560 -0.146 -0.786 0.0 0.0 0.0 0.18
F 4.115 1.005 -1.161 0.0 0.0 0.0 -0.29
C 2.395 -0.591 -1.385 0.1 0.1 -0.1 0.39
F 1.881 0.167 -2.353 0.0 -0.1 0.0 -0.36
C 1.788 -1.785 -1.017 -0.1 -0.2 -0.1 -0.07
S 0.326 -2.388 -1.819 0.4 0.3 0.2 -0.41
C 2.413 -2.527 -0.024 0.0 -0.1 0.1 0.35
F 1.885 -3.680 0.391 0.0 0.0 0.0 -0.34
C 3.579 -2.104 0.587 0.0 0.0 0.0 0.29
F 4.147 -2.837 1.544 0.0 0.0 0.0 -0.29
F -3.458 -0.854 -0.720 -0.1 -0.1 0.1 -0.29
B -3.655 -2.186 -1.208 -0.1 0.0 0.3 0.50
F -2.726 -2.267 -2.307 0.2 0.2 0.1 -0.38
F -4.919 -2.525 -1.487 0.1 0.0 -0.1 -0.26
F -3.015 -2.982 -0.193 0.0 -0.2 -0.1 -0.36
```
Forces are in eV/Å.

The HOMO-LUMO gap (alpha / beta) comes out at 7.39 / 7.94 eV. The value obtained for the HOMO energy (alpha / beta) is -0.3321 / -0.3321 hartree. Its spin multiplicity is 2.